Formula: C21H23FN4O
Source: OMol25
Level of theory: the ωB97M-V functional and the def2-TZVPD basis

Results
Kohn-Sham gap	0.316	Ha
relative energy (zero: lowest compared OMol25 entry of this formula, charge and spin)	154.9	kJ/mol
SMILES	Cc1ccccc1N1CCN(Cc2nc(Cc3ccccc3F)no2)CC1
HOMO level	-7.8	eV

The geometry in ORCA input format:
```
! RIJCOSX wB97M-V def2-TZVPD def2/J DEFGRID3
* xyz 0 1
C -3.00 -2.30 -1.30
C -3.66 -1.45 -0.25
C -4.68 -2.00 0.50
C -5.40 -1.25 1.42
C -5.09 0.09 1.57
C -4.06 0.65 0.85
C -3.31 -0.11 -0.05
N -2.28 0.45 -0.82
C -2.25 1.87 -1.09
C -1.43 2.68 -0.07
N -0.09 2.13 -0.01
C 0.80 2.91 0.83
C 2.20 2.54 0.49
N 2.83 1.45 0.81
C 4.02 1.56 0.16
C 5.05 0.50 0.19
C 4.39 -0.83 -0.07
C 3.51 -1.01 -1.13
C 2.88 -2.22 -1.34
C 3.13 -3.29 -0.50
C 4.02 -3.15 0.55
C 4.63 -1.93 0.75
F 5.49 -1.80 1.78
N 4.11 2.67 -0.52
O 2.93 3.32 -0.31
C -0.16 0.74 0.41
C -0.93 -0.06 -0.65
H -3.72 -2.99 -1.73
H -2.60 -1.68 -2.10
H -2.18 -2.89 -0.88
H -4.94 -3.04 0.34
H -6.19 -1.71 1.99
H -5.65 0.70 2.27
H -3.84 1.69 0.99
H -3.27 2.25 -1.14
H -1.78 2.00 -2.07
H -1.37 3.72 -0.41
H -1.91 2.67 0.92
H 0.67 3.97 0.59
H 0.63 2.75 1.91
H 5.53 0.49 1.17
H 5.80 0.72 -0.57
H 3.31 -0.17 -1.78
H 2.18 -2.33 -2.16
H 2.64 -4.24 -0.67
H 4.24 -3.97 1.22
H 0.85 0.34 0.51
H -0.67 0.64 1.38
H -0.96 -1.10 -0.35
H -0.40 0.03 -1.61
*
```

***

Formula: C6H17NOSi
Source: OMol25
Level of theory: the ωB97M-V functional and the def2-TZVPD basis

Results
Kohn-Sham gap	0.360	Ha
relative energy (zero: lowest compared OMol25 entry of this formula, charge and spin)	96.5	kJ/mol
SMILES	CN[Si@@H](OC)C(C)(C)C
HOMO level	-8.9	eV

The geometry in ORCA input format:
```
! RIJCOSX wB97M-V def2-TZVPD def2/J DEFGRID3
* xyz 0 1
C -2.51 -2.01 -0.24
N -1.26 -1.45 0.13
Si -0.64 0.14 -0.58
O -1.12 1.45 0.13
C -2.31 1.60 0.77
C 1.22 0.43 -0.39
C 1.72 1.45 -1.37
C 1.54 0.99 1.04
C 1.97 -0.89 -0.57
H -2.67 -2.51 -1.24
H -2.77 -2.65 0.58
H -3.25 -1.22 -0.27
H -0.53 -2.12 0.20
H -1.08 -0.02 -1.98
H -2.27 2.18 1.70
H -2.76 0.74 1.11
H -2.92 2.27 0.14
H 1.71 1.07 -2.33
H 0.99 2.26 -1.45
H 2.78 1.67 -1.12
H 1.19 0.23 1.76
H 1.01 1.88 1.41
H 2.56 1.02 1.14
H 1.27 -1.72 -0.63
H 2.68 -0.81 -1.38
H 2.59 -1.00 0.29
*
```